ORCA calculation (ωB97M-V with the def2-TZVPD basis set) on C50H47N5OOsTe as an isolated structure.

Positions of all 105 atoms, in Å:
Os1 -0.8200 1.8444 -1.0454
C1 -0.9151 1.9256 -5.4345
C2 -1.3220 1.8997 -4.0925
N1 -0.4739 1.8745 -3.0911
C3 0.8717 1.9358 -3.3505
C4 1.3608 1.9203 -4.6683
C5 0.4177 1.9144 -5.7208
C6 2.7575 1.9117 -4.8837
C7 3.5956 1.9173 -3.8100
C8 3.1096 1.9810 -2.4876
C9 1.7581 2.0289 -2.2297
N2 1.0981 2.1086 -0.9991
C10 1.6541 2.2961 0.2684
C11 2.9273 2.6962 0.5984
C12 3.3443 2.7644 1.9459
C13 2.5102 2.4526 2.9752
C14 1.1636 2.1211 2.6907
C15 0.2077 1.8502 3.6927
C16 -1.0906 1.6045 3.3465
C17 -1.4497 1.6420 1.9931
N3 -0.5786 1.8622 1.0326
C18 0.7369 2.0806 1.3525
H1 -1.6648 1.9431 -6.2124
H2 -2.3737 1.9085 -3.8377
H3 0.7698 1.9114 -6.7447
H4 3.1383 1.8907 -5.8962
H5 4.6668 1.8876 -3.9610
H6 3.8304 1.9676 -1.6892
H7 3.6346 2.9858 -0.1590
H8 4.3627 3.0686 2.1496
H9 2.8437 2.4881 4.0038
H10 0.5156 1.8562 4.7311
H11 -1.8499 1.4076 4.0897
H12 -2.4819 1.5078 1.6946
N4 -3.0302 1.5217 -0.9381
C19 -4.0050 2.4641 -0.4377
C20 -5.0419 1.9857 0.3504
C21 -5.9889 2.8564 0.8613
C22 -5.8792 4.2089 0.5739
C23 -4.8383 4.6726 -0.2120
C24 -3.8765 3.8120 -0.7520
C25 -2.7350 4.3591 -1.5355
C26 -2.9554 5.5654 -2.2141
C27 -1.9184 6.3144 -2.7315
C28 -0.6203 5.8701 -2.5324
C29 -0.3982 4.6407 -1.9337
C30 -1.4403 3.8124 -1.4676
H13 -3.0652 0.6836 -0.3621
H14 -3.3167 1.1957 -1.8568
H15 -5.1081 0.9218 0.5557
H16 -6.7963 2.4846 1.4772
H17 -6.5978 4.9100 0.9770
H18 -4.7474 5.7364 -0.3808
H19 -3.9703 5.9241 -2.3305
H20 -2.1177 7.2372 -3.2597
H21 0.2231 6.4588 -2.8716
H22 0.6299 4.3178 -1.8486
C31 -2.1918 -1.1527 -2.9238
C32 -1.4030 -1.1392 -1.6291
O1 -1.1254 -2.3147 -1.1636
N5 -0.9929 -0.0704 -1.0289
Te1 -0.1882 -2.0639 1.0501
C33 -0.0016 -3.1711 2.8700
C34 -1.0445 -3.9807 3.3223
C35 -2.3122 -4.2320 2.5447
C36 -0.9124 -4.6099 4.5605
C37 0.2145 -4.4455 5.3477
C38 0.3447 -5.1279 6.6804
C39 1.2313 -3.6165 4.8781
C40 1.1469 -2.9716 3.6542
C41 2.2860 -2.0927 3.2071
C42 1.4291 -2.9972 0.0725
C43 2.5500 -2.2491 -0.2777
C44 2.6771 -0.7710 -0.0401
C45 3.6180 -2.9075 -0.8873
C46 3.5812 -4.2625 -1.1641
C47 4.7440 -4.9613 -1.8108
C48 2.4282 -4.9718 -0.8353
C49 1.3432 -4.3672 -0.2225
C50 0.1140 -5.1775 0.0768
H23 -2.7025 -2.1067 -3.0295
H24 -1.4810 -1.0448 -3.7455
H25 -2.9203 -0.3492 -3.0200
H26 -2.3564 -3.6840 1.6030
H27 -3.1859 -3.9532 3.1357
H28 -2.4104 -5.2917 2.3020
H29 -1.7176 -5.2475 4.9108
H30 -0.4915 -5.7999 6.8659
H31 0.3760 -4.3961 7.4895
H32 1.2663 -5.7091 6.7314
H33 2.1167 -3.4684 5.4879
H34 2.9637 -1.8955 4.0366
H35 1.9364 -1.1263 2.8295
H36 2.8604 -2.5665 2.4074
H37 1.7314 -0.3078 0.2394
H38 3.0198 -0.2758 -0.9489
H39 3.4033 -0.5563 0.7487
H40 4.4973 -2.3321 -1.1577
H41 5.5266 -4.2572 -2.0890
H42 4.4287 -5.4943 -2.7087
H43 5.1773 -5.6971 -1.1311
H44 2.3713 -6.0289 -1.0715
H45 0.2118 -6.1829 -0.3296
H46 -0.7690 -4.7158 -0.3712
H47 -0.0494 -5.2678 1.1515

Cartesian forces (eV/Å) of the 6 atoms listed first:
Os -0.3666 0.0664 0.3241
C -0.0239 0.0045 -0.0607
C -0.0609 0.0133 0.0321
N 0.1624 -0.0891 -0.0154
C 0.0252 -0.0115 -0.0683
C -0.0352 0.0064 0.0609

Gap between HOMO and LUMO (alpha / beta) = 6.2 / 5.6 eV
E_HOMO (alpha / beta) = -9.426 / -9.392 eV
ΔE to the lowest compared entry with this formula, charge and spin = 0.0 kJ/mol
DFT total energy = -71867.2904 eV
Lowest unoccupied orbital energy (alpha / beta) = -3.2 / -3.8 eV
Net charge = +1
2S+1 = 2

Mulliken population analysis, charges in e, atoms 1 to 6: atom 1 (Os): 1.06, atom 2 (C): -1.19, atom 3 (C): -0.13, atom 4 (N): 0.55, atom 5 (C): -0.29, atom 6 (C): 1.03